232
Properties=species:S:1:pos:R:3:mulliken_charge:R:1 method="wB97M-V/def2-TZVPD" orbital_gap_ha=0.3709 homo_energy_ev=-9.371
H -1.168 0.641 1.931 -0.221
H 1.032 7.458 -3.074 0.434
C 4.482 3.044 -3.809 -0.663
H 5.676 -3.964 3.655 0.214
C -6.146 -1.149 0.546 -0.486
C 1.879 -10.884 0.813 -0.603
C 1.604 7.754 -2.205 -1.234
C -5.285 2.066 3.705 -0.397
C 0.094 -0.502 -4.520 -1.091
H 2.596 2.419 -4.630 0.337
H -4.956 1.101 -3.068 0.358
H -6.063 1.364 3.442 0.172
H -3.020 2.704 4.626 -0.187
C -2.354 5.557 4.204 0.958
H -0.719 -8.920 4.097 0.371
H 3.836 10.260 1.177 0.250
H 0.897 5.078 2.957 0.026
H -2.205 -2.469 -4.831 -0.120
O -3.602 5.864 3.664 -0.500
H 0.170 6.412 -0.285 -0.448
H -2.556 5.113 5.194 0.335
H -1.048 4.113 1.009 0.220
H 2.829 -10.388 0.587 0.281
H 5.172 0.244 1.976 0.412
C 0.124 -8.254 3.961 -0.853
H -0.992 7.670 0.124 0.103
H -4.709 0.493 -0.935 0.152
H 4.698 0.443 -0.380 0.556
O -1.651 0.769 5.608 -0.352
H -4.506 -1.665 3.572 0.535
C 5.580 -5.031 3.400 -1.251
H 5.469 1.450 -4.963 0.421
H 0.610 -8.333 4.939 0.415
H 4.981 2.950 -2.833 0.329
H 6.409 -5.380 2.762 0.294
H 4.299 4.104 -3.965 0.263
C 4.147 -4.697 1.382 -0.308
C -2.713 1.386 6.311 -0.863
H -1.407 -2.326 -1.095 -0.062
H -1.801 0.486 0.313 -0.095
H -4.539 0.983 -4.790 0.480
H 7.787 1.558 -5.768 0.326
O -4.803 -2.686 1.805 -0.407
C -1.554 -6.739 -1.692 -0.538
H 1.650 -1.951 -4.439 0.607
H -5.703 2.989 4.097 0.408
C 5.346 2.539 -4.967 -0.837
H -4.155 2.911 6.025 0.544
C 3.156 2.344 -3.687 -0.372
H 1.659 6.542 1.290 -0.424
C 0.618 -4.054 3.768 -0.210
H -1.687 -5.662 -1.573 -0.046
H -2.602 1.945 -2.661 -0.257
H -0.119 -6.886 -7.669 0.432
C 1.963 0.959 3.953 -0.476
H -3.883 6.571 -2.827 0.418
H -2.543 -1.111 5.479 0.480
C -0.392 -8.600 -0.928 -0.643
O -0.515 -4.045 4.666 -0.494
H 7.006 2.368 -7.034 0.323
C -0.299 -5.935 -7.177 -1.319
H -2.532 -7.198 -1.573 0.449
H 2.035 -4.451 1.153 -0.640
C 2.896 -4.314 -0.785 -0.378
C -1.281 3.087 1.253 -0.606
H 3.359 -0.520 -0.923 0.112
H 4.322 -3.637 1.525 -0.366
H -0.561 9.174 3.619 0.378
H -0.701 6.327 -2.566 0.414
H -0.299 -3.918 -5.567 0.335
H -3.918 -0.176 -3.728 -0.146
H 0.266 -4.053 2.732 0.232
O -0.259 -6.910 3.731 -0.064
H 3.361 -4.965 3.290 -0.124
H -2.093 0.927 -5.408 0.425
H 1.199 0.191 4.111 0.142
H 3.078 -3.247 -0.620 -0.339
C 0.094 -0.460 0.441 1.385
H -2.668 -5.430 -4.477 0.228
C -0.351 7.288 -0.677 0.768
H -1.742 -0.563 -3.353 -0.200
H 0.813 8.105 3.865 0.369
C -2.717 -3.317 -4.391 1.088
H -3.263 7.047 1.933 0.219
H 2.105 3.949 -2.629 0.478
H 0.229 8.499 2.202 0.046
C -2.066 -0.356 4.856 -0.286
C -1.470 6.760 4.397 -1.092
H -1.737 7.768 -2.305 0.302
H -2.449 -1.658 0.079 -0.024
H 3.345 1.288 -3.524 0.252
C -3.628 6.063 2.258 -0.395
H -4.736 2.220 2.781 -0.020
C -1.764 1.289 -4.429 -1.024
H 4.196 9.172 -0.202 0.316
O 2.861 5.645 2.663 -0.525
H 1.072 -0.364 0.905 -0.670
H -1.774 -4.962 3.305 0.168
C -1.503 -4.989 4.355 -0.214
H 4.699 6.686 1.240 0.512
H 2.902 2.730 -1.552 0.203
C 4.557 -0.671 2.082 -0.998
H -1.145 -0.778 4.462 -0.036
C -1.281 6.879 -1.832 -1.157
H -0.434 2.299 -0.464 -0.199
C 1.548 -4.582 -1.520 -0.478
H -1.287 -5.612 -7.463 0.294
C -4.257 -3.111 -4.391 -1.474
C 6.693 3.240 -5.090 -0.203
H 0.862 -6.146 -5.333 0.374
H -2.137 -6.957 4.772 0.495
C -3.997 -1.933 2.638 -0.606
H -6.229 1.386 -0.672 0.515
H 0.239 9.216 -1.359 0.489
H 5.753 -5.603 4.325 0.406
C 2.864 -4.937 0.598 1.053
H -4.519 -2.166 -3.931 0.202
H 2.477 1.043 4.911 0.481
H -2.712 -0.190 3.994 -0.019
O 2.823 0.681 2.857 -0.039
C -0.182 -5.992 -5.631 -0.716
H -0.782 -6.526 5.691 0.381
H -1.207 2.957 2.330 0.096
C -2.424 5.971 -1.331 1.138
H 5.285 9.293 1.304 0.268
H 1.553 -10.608 1.823 0.211
C -2.229 -4.589 -5.021 -0.934
C 0.884 -1.518 -3.794 -0.159
H 2.326 8.492 -2.588 0.374
H -4.738 -3.975 -3.899 0.372
C 3.582 -0.480 3.203 0.130
C 3.714 7.042 0.918 -0.884
H 5.231 -1.482 2.378 0.382
H -7.138 -0.928 0.184 0.483
H 0.627 2.218 0.988 -0.260
H 3.720 -4.740 -1.362 0.757
H -6.759 -3.017 1.380 0.372
H -3.572 -1.042 2.164 0.199
H -3.305 0.742 6.968 0.347
C 0.727 8.273 -1.070 -0.251
H 0.777 -8.571 3.154 0.024
H 0.269 -0.266 -0.610 -0.651
C 3.806 -0.061 -0.049 -0.798
H -1.190 -6.857 -2.727 0.104
H -2.036 5.003 -0.995 -0.372
C -1.021 0.180 -3.694 1.725
C -1.183 -6.419 4.694 -1.018
H -2.648 -4.654 -6.017 0.392
C 4.213 -5.307 2.728 0.160
H 1.352 8.510 -0.202 -0.007
H 0.728 -4.155 -0.939 -0.178
H 1.868 -11.970 0.714 0.289
H 5.028 -4.950 0.785 0.387
H 2.970 -1.382 3.319 -0.373
H -1.278 -9.226 -0.757 0.327
H 2.655 -6.006 0.524 0.007
H 1.588 -8.503 -0.169 0.144
H -1.817 4.768 3.648 -0.737
H 0.487 -8.757 1.066 -0.303
H 7.131 3.252 -4.087 0.306
H 4.030 -6.392 2.656 0.365
H -0.071 -8.669 -1.966 0.321
H 1.540 -4.116 -2.522 0.157
C -5.328 0.992 -0.200 -0.759
H 0.418 -2.577 0.546 -1.077
H -2.334 2.856 1.013 -0.392
H 1.212 -3.151 3.837 -0.123
C 7.563 2.562 -6.120 -1.297
H -4.224 4.994 -2.045 0.389
H 1.461 2.317 -2.326 -0.150
C 2.364 2.907 -2.491 -0.664
H 3.763 7.108 -0.178 0.301
H -3.160 5.198 1.729 0.048
H -1.066 2.118 -4.563 0.273
H -3.142 -2.537 2.990 0.090
H 4.117 -0.349 4.148 0.553
C 2.654 6.080 1.346 0.771
C -0.401 -1.888 0.756 1.783
H -2.015 7.577 4.895 0.422
H -0.425 -4.547 -3.952 -0.676
C -0.884 0.631 0.884 0.639
C -2.955 1.783 -3.685 0.484
H -2.411 -4.716 4.907 0.454
O -5.576 0.113 0.896 -0.143
H -4.726 -3.056 -5.394 0.312
O 0.864 -10.426 -0.084 -0.441
H 2.141 6.877 -1.877 0.055
H -0.574 0.547 -2.782 -0.853
O 3.996 -1.098 0.854 -0.138
C -6.115 -2.182 1.679 -0.678
H -0.676 6.517 5.089 0.456
H 3.196 0.769 0.301 0.174
C -0.055 8.288 3.233 -0.821
H 4.750 2.678 -5.882 0.306
H -1.963 -3.340 0.295 0.504
H -4.655 6.102 1.880 0.425
H -2.953 5.152 -3.272 0.211
H -3.227 2.732 -4.113 0.258
C 0.650 -9.041 0.037 0.542
H 1.481 1.909 3.730 -0.155
H -2.406 -3.357 -3.350 -0.237
C -1.607 -2.349 -0.021 -1.063
H 1.966 3.787 2.424 0.097
H -2.257 2.066 7.059 0.411
C 1.897 4.662 3.046 -0.240
C -0.734 -4.727 -4.987 0.890
H -5.528 -1.656 -0.222 0.223
H 6.451 4.253 -5.401 0.273
H 1.271 -1.227 -2.824 0.059
H 1.368 -5.637 -1.708 0.295
C -4.170 0.873 -3.776 -1.147
H 8.529 3.043 -6.296 0.367
H -4.804 1.861 0.179 0.137
H -0.412 -1.070 -5.323 0.300
O -4.532 1.379 4.692 -0.405
H -6.477 -1.797 2.617 0.364
C -3.433 5.658 -2.407 -1.563
H 0.710 0.290 -4.975 0.415
H 2.637 5.232 0.645 0.135
H 0.449 -5.229 -7.592 0.298
H 2.215 4.360 4.034 0.412
C -0.400 2.087 0.607 0.597
O -0.616 -7.187 -0.772 -0.023
H -0.536 -1.980 1.825 -0.065
C 4.269 9.309 0.883 -0.781
H -2.956 6.506 -0.536 -0.030
H 1.251 -4.921 3.896 0.366
O 3.463 8.326 1.495 -0.269
O -0.973 7.193 3.145 0.046
H -0.698 -6.877 -5.244 0.330
H 0.174 -2.316 -3.579 -0.522
C -3.605 2.205 5.395 0.164

=====

48
Properties=species:S:1:pos:R:3:mulliken_charge:R:1 method="wB97M-V/def2-TZVPD" orbital_gap_ha="0.2227 / 0.2221" total_charge=+3 homo_energy_ev="-17.929 / -17.937"
C 0.228 2.171 -3.751 -0.630
H 3.218 -2.263 -2.138 0.473
P 1.569 -0.768 -1.167 1.437
H 2.135 -3.115 -1.046 0.426
Pd -0.665 -0.692 -0.125 -0.593
C 2.176 -2.355 -1.828 -1.338
C -2.464 2.036 -2.015 -1.274
Cl -1.756 -2.230 -1.717 -0.064
C -0.491 -0.872 3.649 1.492
H -1.323 -0.807 7.513 0.457
C -0.620 -1.980 5.840 -0.577
C 3.008 -0.058 -0.296 -1.209
H -0.147 0.043 1.708 0.428
C -0.271 -1.997 4.506 -0.430
H -1.884 1.116 6.071 0.404
C 2.128 1.099 -4.763 -0.820
C 1.111 2.044 -4.813 -0.869
C 2.242 0.243 -3.677 -0.844
H 0.663 2.628 0.185 0.319
H 1.565 -2.691 -2.666 0.437
H 3.815 0.077 -1.019 0.475
Cl -2.855 -1.563 0.798 -0.007
C -3.139 -2.522 -0.656 -0.324
H -1.024 3.160 0.414 0.408
H 2.856 1.044 -5.561 0.443
H -4.049 -2.176 -1.149 0.378
H -0.566 -2.895 6.424 0.410
H 0.459 -1.754 1.957 0.366
H 3.346 -0.748 0.479 0.440
H -2.779 1.383 -2.829 0.436
H -3.232 2.033 -1.239 0.430
C -0.270 2.876 -0.319 -1.289
C 1.348 0.343 -2.616 0.308
C -0.103 -0.888 2.315 -1.030
C -1.006 0.287 4.303 -0.336
H 0.240 -2.859 4.097 0.406
H -0.543 2.926 -3.795 0.338
H -3.187 -3.585 -0.406 0.384
H 0.990 2.669 -5.687 0.446
C 0.325 1.306 -2.662 0.409
C -1.095 -0.824 6.460 -0.305
P -0.887 1.467 -1.300 1.522
H -2.365 3.059 -2.381 0.469
H 3.040 -0.481 -3.655 0.365
H -0.097 3.718 -0.991 0.483
H -1.063 1.216 3.750 0.408
H 2.766 0.903 0.156 0.338
C -1.348 0.276 5.641 -0.596

=====

Listing relative energy (zero: lowest compared OMol25 entry of this formula, charge and spin) for the structures above in their given order: 0.00 43.07 kcal/mol.